No. 1
Formula: C3H11NO3
Source: OMol25
Level of theory: ωB97M-V/def2-TZVPD

Last column: Löwdin charge in e.
Element x y z (Å)
N -0.06122 -1.09132 0.07736  0.0203
C -0.58350 0.25979 -0.22814  -0.3556
C -2.06354 0.17095 0.31815  -0.2161
O -2.71551 -0.86850 -0.38458  -0.0790
C 0.28812 1.29310 0.38133  -0.2108
O 1.64081 1.38780 -0.11440  -0.0876
H -0.52843 -1.70814 -0.58361  0.0640
H 0.94335 -1.32996 -0.06857  0.0341
H -0.50639 0.28931 -1.32142  0.1419
H -2.69045 1.06256 0.13626  0.1219
H -2.07145 -0.00705 1.40062  0.1210
H -2.32842 -1.66767 -0.00962  0.0708
H 0.39315 1.07309 1.44626  0.1343
H -0.09530 2.30339 0.25336  0.1221
H 1.70807 1.67152 -1.02883  0.0946
O 2.61528 -1.19013 0.03420  -0.0659
H 2.68113 -0.23571 0.20218  0.0332
H 3.37429 -1.41303 -0.51054  0.0568

Output
Gap between HOMO and LUMO ... 9.527 eV
Structure (SMILES) ... NC(CO)CO.O
Energy relative to the best compared isomer or geometry (same formula, charge and spin) ... 45.4 kcal/mol
Highest occupied orbital energy ... -8.90 eV

No. 2
Formula: C4H12
Source: OMol25
Level of theory: ωB97M-V/def2-TZVPD

Last column: Löwdin charge in e.
Element x y z (Å)
C 0.21657 -0.77883 1.73889  -0.1465
C 1.11167 0.51255 1.91769  -0.1179
H -0.66133 -0.98635 2.31268  0.0516
H -0.10998 -0.95243 0.69981  0.0345
H 0.68208 -1.70582 1.84230  0.0329
H 1.54449 0.60831 2.94123  0.0743
H 0.68411 1.43734 1.85839  0.0191
H 1.86577 0.38134 1.18650  0.0462
C -1.12818 -0.17983 -2.29347  -0.1575
C -0.14736 0.57413 -1.32240  -0.1592
H -0.57808 -0.85082 -3.02022  0.0784
H -1.95723 -0.77030 -2.01040  0.0319
H -1.72097 0.58667 -2.78453  0.0483
H 0.75737 -0.12572 -1.20040  0.0917
H -0.50465 0.63125 -0.30849  0.0163
H -0.05430 1.61849 -1.55760  0.0559

Output
Gap between HOMO and LUMO ... 12.358 eV
Structure (SMILES) ... CC.CC
Energy relative to the best compared isomer or geometry (same formula, charge and spin) ... 32.4 kcal/mol
Highest occupied orbital energy ... -11.24 eV

No. 3
Formula: C33H57N3O2S
Source: OMol25
Level of theory: ωB97M-V/def2-TZVPD

Last column: Löwdin charge in e.
Element x y z (Å)
C 4.86365 1.84611 -1.37039  -0.1585
C 3.43873 1.38410 -2.11480  -0.2460
C 3.69368 -0.05221 -2.85530  -0.2303
C 3.49625 -0.06031 -4.47829  -0.2057
C 2.19583 0.75488 -5.04218  -0.2132
C 0.94236 -0.23805 -5.53208  -0.1607
C -0.01693 -0.39180 -4.17082  -0.0596
C 0.50214 -1.55829 -3.09893  -0.0200
C -0.33276 -1.75804 -1.70217  -0.0652
C -1.64397 -0.80622 -1.44882  -0.3688
C -2.19996 0.34394 -2.52280  -0.0939
C -1.34962 0.55266 -3.94345  -0.0572
O -1.79167 1.56692 -4.95806  -0.1498
C -0.77166 2.66434 -4.89106  -0.1368
C -1.44708 4.17015 -5.04148  -0.3363
C -1.63223 4.88962 -3.56612  -0.0759
O -0.67168 5.09118 -5.89150  -0.1126
N -3.42226 1.19532 -2.24925  -0.0292
C -3.40864 1.80649 -0.86240  -0.1687
C -3.76692 3.39485 -0.60687  -0.0150
C -3.74161 4.14796 0.86444  -0.0651
C -3.34739 3.20674 2.16054  -0.0696
C -2.97425 1.59003 2.01671  -0.0607
C -3.03629 0.92784 0.51117  -0.3714
S -2.65773 -0.91408 0.16811  0.7855
H 5.24648 0.97390 -0.65984  0.0764
H 4.64000 2.77451 -0.68303  0.0677
H 5.67284 2.06041 -2.20782  0.0846
H 3.12637 2.26726 -2.81396  0.0990
H 2.64720 1.22995 -1.23475  0.1079
H 3.07414 -0.86286 -2.27003  0.0907
H 4.83827 -0.32921 -2.65874  0.1101
H 4.51137 0.27339 -4.97378  0.1139
H 3.34059 -1.20029 -4.79391  0.1070
H 1.72173 1.52764 -4.30461  0.0758
H 2.57074 1.35742 -6.00291  0.1186
H 0.34735 0.33384 -6.38703  0.1124
H 1.31091 -1.27699 -5.92471  0.1103
H 1.47036 -2.21395 -3.33145  0.1020
H 0.06877 -2.55502 -0.94377  0.0901
H 0.03587 2.56229 -5.75252  0.1309
H -0.24856 2.51938 -3.82760  0.1303
H -2.54288 4.00795 -5.47660  0.1638
H -2.68866 4.55959 -3.15682  0.0583
H -1.67473 6.07445 -3.65154  0.0969
H -0.78845 4.52219 -2.81092  0.0940
H 0.21277 5.19508 -5.40206  0.1199
H -4.28743 0.62522 -2.39014  0.1281
H -4.06428 4.07466 -1.53087  0.0748
H -3.99006 5.30544 0.92617  0.0902
H -3.35027 3.72872 3.21334  0.0784
H -2.67366 0.96242 2.98262  0.0963
C 1.70844 0.70531 2.34411  -0.0861
C 3.11277 1.29561 2.25742  -0.2731
N 3.53200 2.01954 3.46069  -0.1879
C 4.75660 2.80382 3.26641  -0.2494
C 6.04467 2.03983 2.97181  -0.0926
C 3.46264 1.27830 4.72196  -0.2502
C 4.26399 -0.01472 4.82787  -0.0913
H 0.96716 1.47649 2.57800  0.0792
H 1.43429 0.25714 1.38294  0.0660
H 1.64207 -0.08396 3.09961  0.0643
H 3.11078 1.99227 1.40906  0.1048
H 3.81520 0.49502 2.00333  0.0943
H 4.92041 3.44496 4.14142  0.1112
H 4.58191 3.50356 2.43856  0.1059
H 6.44352 1.56000 3.86593  0.0540
H 6.81086 2.73742 2.61530  0.0724
H 5.91293 1.28163 2.19597  0.0602
H 2.41099 1.04361 4.92515  0.1005
H 3.75116 1.93892 5.55012  0.1150
H 4.17941 -0.63848 3.93359  0.0687
H 3.89461 -0.60763 5.67204  0.0727
H 5.32021 0.18073 5.01769  0.0537
C -2.16280 -3.30841 3.39815  -0.0954
C -2.91013 -4.60306 3.70395  -0.2688
N -4.32500 -4.58063 3.32275  -0.1897
C -5.08722 -5.71213 3.86236  -0.2522
C -4.71766 -7.10971 3.37266  -0.0947
C -4.61656 -4.24424 1.92745  -0.2478
C -4.00461 -5.12593 0.84420  -0.0869
H -2.64980 -2.44801 3.86876  0.0779
H -1.14057 -3.36928 3.78700  0.0739
H -2.08891 -3.12281 2.32195  0.0334
H -2.83908 -4.76030 4.78806  0.1174
H -2.37843 -5.43549 3.23145  0.0949
H -6.15708 -5.54832 3.68320  0.1112
H -4.98372 -5.69872 4.95534  0.1079
H -5.08111 -7.29282 2.36116  0.0538
H -5.18480 -7.86013 4.02029  0.0714
H -3.64005 -7.28956 3.39610  0.0667
H -4.29298 -3.21202 1.74806  0.0787
H -5.70398 -4.21017 1.77957  0.1169
H -2.95632 -5.36866 1.03943  0.0693
H -4.04204 -4.60420 -0.11861  0.0717
H -4.56052 -6.05630 0.72081  0.0540

Output
Gap between HOMO and LUMO ... 7.897 eV
Structure (SMILES) ... CCCCCCc1ccc2c(c1OC[C@@H](C)O)Nc1ccccc1S2.CCN(CC)CC.CCN(CC)CC
Highest occupied orbital energy ... -8.03 eV

No. 4
Formula: C2H4N4OS
Source: OMol25
Level of theory: ωB97M-V/def2-TZVPD

Last column: Löwdin charge in e.
Element x y z (Å)
O 2.66509 -0.04468 0.06274  0.0873
C 1.46385 0.00699 -0.07827  -0.5225
N 0.65656 -1.09495 -0.37523  0.0867
N -0.59449 -1.08046 0.30757  0.0104
C -1.37670 0.02181 0.05994  -0.8963
S -3.02927 -0.01426 -0.03207  0.5994
N -0.64309 1.16158 -0.09827  0.0045
N 0.74349 1.19249 0.02142  0.0953
H 1.20095 -1.92458 -0.14093  0.1519
H -1.09726 -1.91918 0.16481  0.1073
H -1.06885 1.90937 -0.62724  0.1379
H 1.07972 1.78587 0.73554  0.1381

Output
Gap between HOMO and LUMO ... 9.333 eV
Structure (SMILES) ... O=C1NNC(=S)NN1
Energy relative to the best compared isomer or geometry (same formula, charge and spin) ... 3.8 kcal/mol
Highest occupied orbital energy ... -8.77 eV

Sequential total energy output: -10921.0389 -4341.1215 -54524.6602 -20980.8506 eV
Sequential molecular weight output: 109.12 60.14 559.90 132.15 g mol⁻¹
Sequential strongest force on any atom output: 1.93 4.08 5.29 1.21 eV/A